Entry one
The following is a quantum chemistry calculation of a 3-piece molecular cluster, C5H8FN overall, from the OMol25 dataset.

Geometry as XYZ:
```
15
Properties=species:S:1:pos:R:3:mulliken_charge:R:1
C -0.987 0.391 -0.429 -0.248
C 0.357 -0.024 -1.044 -0.210
C 1.523 -0.396 -0.442 -0.394
C 1.716 -0.555 1.037 0.518
C 0.570 -0.789 1.753 -0.681
H -2.100 2.152 -1.070 0.288
H -3.130 -0.331 -1.272 0.189
H -1.566 -0.465 0.166 0.235
H -0.846 1.389 0.261 0.254
H 0.454 0.011 -2.266 0.224
H 2.371 -0.675 -1.164 0.249
H 0.875 -0.598 2.890 0.217
H -0.500 -0.609 1.444 0.214
N -1.716 0.889 -1.608 -0.577
F 2.977 -0.389 1.743 -0.279
```

As for the molecular weight: 101.12 g mol⁻¹. The spin multiplicity is 1.

***

Entry two
The following is a quantum chemistry calculation of C5H8FN in the gas phase, from the OMol25 dataset.

Geometry as XYZ:
```
15
Properties=species:S:1:pos:R:3:mulliken_charge:R:1
C -3.144 -0.454 -0.116 -0.815
C -2.004 0.205 0.015 0.625
F -1.931 1.602 0.133 -0.269
C -0.678 -0.387 -0.015 -0.595
C 0.455 0.278 -0.160 -0.347
C 1.819 -0.311 0.219 -0.115
N 2.906 0.527 -0.208 -0.516
H -4.121 0.109 -0.168 0.261
H -3.242 -1.542 -0.281 0.262
H -0.836 -1.440 0.101 0.269
H 0.408 1.273 -0.421 0.407
H 1.816 -0.277 1.305 0.219
H 1.901 -1.363 -0.096 0.288
H 3.884 0.261 -0.011 0.174
H 2.768 1.518 -0.299 0.152
```

As for the molecular weight: 101.12 g mol⁻¹. The spin multiplicity is 1. As for the SMILES: C=C(F)/C=C/CN.

***

Which structure wins on stability? entry two wins.

***

Entry one
The following is a quantum chemistry calculation of C4H9NOS2 in the gas phase, from the OMol25 dataset.

Geometry as XYZ:
```
17
Properties=species:S:1:pos:R:3:mulliken_charge:R:1
C -0.440 -2.357 -0.331 -0.746
S -1.305 -0.817 -0.253 -0.123
C 0.022 0.254 0.188 -0.020
N 0.902 0.677 -0.648 -0.470
S 0.957 0.204 -2.312 -0.164
C 0.126 0.515 1.692 0.776
C 1.233 1.601 1.935 -1.262
O -1.041 0.893 2.306 -0.514
H 0.050 -2.603 -1.299 0.276
H 0.329 -2.405 0.430 0.259
H -1.128 -3.168 -0.162 0.347
H -0.376 0.261 -2.597 0.177
H 0.456 -0.428 2.159 0.100
H 2.134 1.184 1.507 0.360
H 1.058 2.515 1.402 0.326
H 1.202 1.865 3.033 0.333
H -1.786 0.622 1.752 0.346
```

As for the molecular weight: 151.26 g mol⁻¹. The spin multiplicity is 1. As for the SMILES: CS/C(=N\S)[C@@H](C)O.

***

Entry two
The following is a quantum chemistry calculation of C4H9NOS2 in the gas phase, from the OMol25 dataset.

Geometry as XYZ:
```
17
Properties=species:S:1:pos:R:3:mulliken_charge:R:1
C -1.082 -0.616 -2.350 -1.009
C 0.347 -0.738 -1.897 0.590
O 1.267 -0.730 -2.690 -0.614
N 0.593 -0.935 -0.552 -0.191
C -0.232 -0.435 0.532 -0.391
C 0.197 0.942 1.038 -0.747
S 1.630 0.882 2.161 -0.043
S 0.813 0.803 4.002 -0.210
H -1.186 -1.224 -3.241 0.329
H -1.339 0.399 -2.632 0.249
H -1.803 -1.005 -1.634 0.370
H 1.594 -0.943 -0.400 0.244
H -1.268 -0.422 0.208 0.240
H -0.137 -1.126 1.365 0.298
H 0.505 1.605 0.239 0.358
H -0.615 1.429 1.563 0.370
H 0.715 2.115 4.290 0.154
```

As for the molecular weight: 151.26 g mol⁻¹. The spin multiplicity is 1. As for the SMILES: CC(=O)NCCSS.

***

Entry three
The following is a quantum chemistry calculation of C4H9NOS2 in the gas phase, from the OMol25 dataset.

Geometry as XYZ:
```
17
Properties=species:S:1:pos:R:3:mulliken_charge:R:1
C -2.177 0.543 2.287 -0.803
S -2.316 0.946 0.496 -0.058
S -0.844 0.052 -0.415 -0.075
C 0.808 0.943 -0.340 -0.840
C 1.952 0.096 -0.848 0.293
N 2.971 -0.328 0.123 -0.601
C 1.524 -1.369 -1.406 -0.213
O 1.354 -2.277 -0.655 -0.378
H -2.909 -0.198 2.605 0.306
H -1.197 0.188 2.601 0.272
H -2.333 1.476 2.821 0.296
H 0.923 1.271 0.697 0.442
H 0.786 1.827 -0.961 0.338
H 2.429 0.573 -1.710 0.337
H 2.714 -0.089 1.082 0.201
H 3.901 0.046 0.025 0.217
H 1.626 -1.475 -2.504 0.268
```

As for the molecular weight: 151.26 g mol⁻¹. The spin multiplicity is 1. As for the SMILES: CSSC[C@@H](N)C=O.

***

Which structure wins on stability? entry two wins.

***

Entry one
The following is a quantum chemistry calculation of an isolated ion of composition C5H9N4 and charge +1, from the OMol25 dataset.

Geometry as XYZ:
```
18
Properties=species:S:1:pos:R:3:mulliken_charge:R:1
C -0.884 1.874 -0.058 -1.561
C -1.012 0.387 -0.013 0.673
N -2.138 -0.294 0.126 -0.022
C -1.861 -1.623 -0.064 -0.347
N -0.570 -1.816 -0.138 -0.623
C 0.003 -0.609 -0.125 0.617
C 1.421 -0.430 -0.066 0.265
N 1.984 0.778 -0.056 -0.314
N 2.111 -1.545 0.057 -0.319
H -1.773 2.409 -0.211 0.445
H -0.719 2.380 0.920 0.369
H -0.278 2.306 -0.912 0.313
H -3.074 -0.107 0.352 0.149
H -2.447 -2.502 -0.114 0.456
H 1.643 1.649 -0.329 0.135
H 2.917 0.984 0.320 0.237
H 1.613 -2.387 -0.143 0.286
H 3.063 -1.455 0.454 0.241
```

As for the molecular weight: 125.15 g mol⁻¹. The spin multiplicity is 1. As for the SMILES: Cc1[nH]cnc1C(N)=[NH2+]. Its charge is +1.

***

Entry two
The following is a quantum chemistry calculation of an isolated ion of composition C5H9N4 and charge +1, from the OMol25 dataset.

Geometry as XYZ:
```
18
Properties=species:S:1:pos:R:3:mulliken_charge:R:1
C -0.796 1.211 1.716 -0.119
C -1.589 0.131 1.958 0.392
C -0.634 -0.352 -0.641 0.112
C 1.236 0.155 0.855 -0.473
C 1.714 -0.065 -1.508 -0.956
N 0.443 1.261 1.305 -0.366
N -2.084 -0.890 2.250 -0.172
N 0.638 -0.296 -0.468 -0.090
N -1.197 -0.481 -1.804 -0.342
H -1.206 2.117 1.901 0.453
H 2.258 0.325 0.573 0.416
H 1.060 -0.609 1.604 0.313
H 1.170 -0.213 -2.450 0.235
H 2.165 0.958 -1.478 0.367
H 2.523 -0.581 -1.207 0.419
H -2.735 -1.548 1.870 0.352
H -2.211 -0.310 -1.796 0.247
H -0.756 -0.815 -2.680 0.211
```

As for the molecular weight: 125.15 g mol⁻¹. The spin multiplicity is 1. Its charge is +1.

***

Which structure wins on stability? entry one wins.